Entry 1:
11
Properties=species:S:1:pos:R:3 method="wB97M-V/def2-TZVPD" e_lumo_ev="0.82 / -2.67" multiplicity=2 gap_ha="0.343 / 0.215"
S 2.2748 -1.1652 -0.4939
S -1.7322 0.5250 0.4799
C -0.2629 0.8228 1.4741
C -0.9965 0.4155 -1.1613
H 0.5794 0.2448 1.0981
H -0.1551 1.0892 -1.2752
H 0.0189 1.8698 1.4808
H -0.4493 0.5387 2.5124
H -1.8039 0.6046 -1.8641
H 1.6803 -1.4930 -1.6341
H -0.6388 -0.5921 -1.3768

---

Entry 2:
12
Properties=species:S:1:pos:R:3 method="wB97M-V/def2-TZVPD" e_lumo_ev=3.28 charge=-1 gap_ha=0.209
S 0.2725 -1.3522 2.9093
S -0.0769 1.4002 -2.2543
S 0.7710 1.2478 -0.2936
C -0.9134 -1.9522 1.7314
C -0.7471 -0.2847 -2.4222
H -0.5202 -2.0997 0.7213
H -1.8293 -1.4019 1.5399
H -1.2471 -2.9323 2.0919
H -1.3318 -0.5561 -1.5467
H -1.1678 -0.2794 -3.4265
H 0.0356 -1.0616 -2.3566
H 0.8416 -0.4480 2.0959

---

Entry 3:
12
Properties=species:S:1:pos:R:3 method="wB97M-V/def2-TZVPD" e_lumo_ev=3.20 charge=-1 gap_ha=0.226
S 0.2983 1.8948 0.4806
S 1.5823 -1.2455 0.4402
S 0.0944 -2.4150 -0.4036
C -1.9543 2.0756 -1.1184
C -1.3776 1.4181 0.1392
H -1.2335 1.9021 -1.9200
H -2.0357 1.5904 1.0050
H -0.3002 -3.0452 0.7121
H -2.9330 1.6581 -1.3811
H 0.9835 0.0696 0.4075
H -2.0360 3.1599 -1.0116
H -1.4527 0.3349 -0.0112

---

Entry 4:
10
Properties=species:S:1:pos:R:3 method="wB97M-V/def2-TZVPD" e_lumo_ev=1.14 gap_ha=0.499 smiles=C.C
C -0.9806 1.2934 0.4026
C 0.9804 -1.2935 -0.4027
H 1.2177 -2.3460 -0.1887
H -0.5406 0.3812 -0.0267
H -0.3101 2.1458 0.2186
H 0.6791 -0.7889 0.5272
H -1.1151 1.1607 1.4862
H 0.1572 -1.2439 -1.1306
H -1.9564 1.4865 -0.0669
H 1.8683 -0.7953 -0.8191

---

Entry 5:
15
Properties=species:S:1:pos:R:3 method="wB97M-V/def2-TZVPD" e_lumo_ev=2.97 charge=-1 gap_ha=0.244
S -2.5883 1.5581 1.2712
O -0.4275 1.4995 -0.5013
O 3.0649 -1.3446 0.4792
O -1.6091 -0.5190 -0.4744
C 0.5165 0.4634 -0.4285
C -0.2825 -0.8187 -0.1369
B -1.7768 0.9373 -0.4745
H 1.2629 0.6934 0.3372
H 3.2816 -1.1517 1.3968
H -2.4975 1.3077 -1.3908
H 3.7851 -0.9678 -0.0359
H -0.1852 -1.1353 0.9116
H -3.6589 0.7535 1.2053
H 0.0689 -1.6418 -0.7694
H 1.0459 0.3660 -1.3897

---

Entry 6:
18
Properties=species:S:1:pos:R:3 method="wB97M-V/def2-TZVPD" e_lumo_ev="-5.15 / -8.85" charge=+1 multiplicity=3 gap_ha="0.259 / 0.123"
Ni -1.2772 2.1983 -3.1898
F -1.0191 1.0189 -1.4557
O -0.7202 1.0296 3.4289
O 2.3462 -2.6155 -1.4530
N 1.6333 -0.7483 -0.4734
N 0.1248 -2.0433 -1.4662
N -0.6482 2.1572 1.5001
N -1.1051 0.0230 1.4614
C -0.7983 1.0791 2.1820
C 1.4388 -1.8733 -1.1434
H -0.0846 -2.8368 -2.0504
H -0.9325 2.1481 0.5291
H 2.6135 -0.5128 -0.4228
H -0.2889 -1.1314 -1.6005
H -0.1564 2.9155 1.9514
H -1.0550 0.1451 0.4551
H -1.0597 -0.8946 1.8809
H 0.9887 -0.0587 -0.1335

---

Entry 7:
13
Properties=species:S:1:pos:R:3 method="wB97M-V/def2-TZVPD" e_lumo_ev="-0.13 / -0.13" gap_ha="0.310 / 0.310"
Si -1.7125 -0.4835 0.2279
F -3.0001 0.3333 -0.2667
N -0.2365 0.1258 -0.3062
C 0.1905 1.4253 0.1276
C 0.8355 -0.7391 -0.8278
H -1.7650 -1.7948 -0.3393
H 1.3220 -1.0664 0.1511
H 0.8895 1.3720 0.8729
H 0.3880 -1.6417 -1.3010
H 0.7358 1.9296 -0.6427
H -0.5494 2.0643 0.4178
H 1.3059 -0.0901 -1.5170
H -1.9281 0.4216 2.5537

---

Entry 8:
16
Properties=species:S:1:pos:R:3 method="wB97M-V/def2-TZVPD" e_lumo_ev="0.65 / -3.54" multiplicity=3 gap_ha="0.195 / 0.181"
I 2.3017 3.1881 0.2963
S -0.3218 1.7435 0.9788
O -0.4550 0.3186 1.7811
N -1.1721 1.8046 -0.3061
N -0.7668 -1.8717 0.0932
N -1.0509 0.8178 -1.3484
C 0.1652 -2.6827 0.1996
C 1.3836 1.3610 0.4275
H -1.2839 -2.0251 -0.7566
H -1.8610 0.8867 -1.8979
H 0.4311 -3.4104 -0.5704
H -0.2611 1.1503 -1.9881
H 0.5944 -2.5226 1.1351
H -0.7648 -0.4349 1.3303
H 1.8452 0.7695 1.1271
H 1.2161 0.9073 -0.5014

---

Entry 9:
12
Properties=species:S:1:pos:R:3 method="wB97M-V/def2-TZVPD" e_lumo_ev=1.19 gap_ha=0.386 smiles=NCCN
N 1.4914 -0.4311 0.9923
N -1.5704 0.1890 -1.0327
C 0.1149 -0.0251 0.7381
C -0.2115 -0.2532 -0.7192
H 2.1329 0.2456 0.5916
H -0.0827 1.0152 1.0359
H 1.6814 -0.4681 1.9842
H -0.1319 -1.3175 -0.9341
H 0.5469 0.2536 -1.3258
H -1.7448 1.1157 -0.6500
H -0.5499 -0.6349 1.3522
H -1.6762 0.3109 -2.0325

---

Entry 10:
12
Properties=species:S:1:pos:R:3 method="wB97M-V/def2-TZVPD" e_lumo_ev="-6.36 / -9.27" charge=+1 multiplicity=2 gap_ha="0.248 / 0.141"
N -2.5378 -0.3987 -1.0984
N 1.4927 0.2487 -0.0575
C 1.7342 -1.0202 0.0384
C 0.9526 0.9512 1.0369
H 1.3685 1.9751 0.9662
H 0.9697 -1.5788 0.6322
H 2.4890 -1.4551 -0.6745
H -3.1543 0.4138 -1.2759
H 0.9486 0.4301 2.0566
H -2.3610 -0.6256 -2.0514
H -0.1016 1.2522 0.8468
H -1.8003 -0.1927 -0.4195

---

Entry 11:
13
Properties=species:S:1:pos:R:3 method="wB97M-V/def2-TZVPD" e_lumo_ev=0.95 gap_ha=0.346
O -6.1173 0.8729 -1.2711
N 5.3664 -2.0973 1.2192
N 4.9128 -0.0492 0.0068
C -7.2860 1.5643 -0.6349
C 4.7824 -0.9169 1.0026
H -7.0273 1.8914 0.3663
H -5.4890 1.6806 -1.3708
H -8.0816 0.7172 -0.3818
H 4.0247 -0.4389 1.6060
H 4.9021 0.9084 0.2663
H 5.8834 -0.1834 -0.2700
H 5.2021 -2.8147 0.4920
H -7.4092 2.3970 -1.3275

---

Entry 12:
13
Properties=species:S:1:pos:R:3 method="wB97M-V/def2-TZVPD" e_lumo_ev=0.75 gap_ha=0.374
O 0.1335 -2.3837 2.9613
N 0.4860 -0.2151 -1.1632
N -0.6302 0.9435 0.5879
C 0.2563 0.8125 -2.1306
C 0.1008 -0.0920 0.0265
H 1.0949 0.8601 -2.8188
H -0.6055 0.6085 -2.7637
H -0.8439 1.7245 -0.0093
H 0.1386 -0.9583 0.6786
H 0.6127 -1.6249 2.6108
H 0.1101 1.8301 -1.7390
H -0.3885 -2.6517 2.1944
H -0.4648 1.1465 1.5651